No. 1
Entry from the OMol25 dataset: one molecule with the formula C3H5NO3 at a distorted geometry (ωB97M-V/def2-TZVPD).

Relative energy (zero: lowest compared OMol25 entry of this formula, charge and spin): 138.1 kcal per mole
E_tot: -397.6167 hartree
LUMO: -0.001 Eh
F_max: 0.1134 Eh/bohr
HOMO energy: -10.742 eV

Cartesian coordinates (Å):
C1 0.18 0.87 0.39
C2 -0.61 -0.37 0.31
N1 -1.73 -0.61 1.21
O1 -1.61 -1.59 1.93
O2 -2.66 0.14 1.21
C3 -0.23 -1.68 -0.35
O3 -1.17 -0.86 -1.05
H1 0.76 1.22 -0.44
H2 0.84 0.68 1.15
H3 -0.44 1.69 0.75
H4 0.85 -1.78 -0.85
H5 -0.61 -2.64 -0.04

***

No. 2
Entry from the OMol25 dataset: one molecule with the formula C17H19ClN2O3S2 at a distorted geometry (ωB97M-V/def2-TZVPD).

Relative energy (zero: lowest compared OMol25 entry of this formula, charge and spin): 0.0 kcal per mole
E_tot: -2251.0347 hartree
LUMO: 0.015 Eh
F_max: 0.0206 Eh/bohr
HOMO energy: -8.956 eV

Cartesian coordinates (Å):
C1 4.05 -4.21 -0.65
C2 2.87 -3.41 -1.12
O1 2.84 -2.80 -2.17
N1 1.83 -3.44 -0.23
C3 0.64 -2.71 -0.29
C4 0.14 -2.21 -1.49
C5 -1.00 -1.43 -1.48
C6 -1.65 -1.17 -0.29
S1 -3.02 -0.03 -0.29
O2 -4.00 -0.43 0.68
O3 -3.43 0.21 -1.65
N2 -2.35 1.40 0.25
C7 -2.05 1.48 1.66
C8 -2.05 2.92 2.15
S2 -0.40 3.68 2.25
C9 0.05 3.86 0.50
C10 0.61 2.63 -0.14
C11 0.38 2.38 -1.49
C12 0.96 1.28 -2.11
C13 1.76 0.41 -1.39
C14 1.94 0.64 -0.04
Cl1 2.89 -0.46 0.89
C15 1.39 1.74 0.59
C16 -1.20 -1.71 0.90
C17 -0.05 -2.47 0.90
H1 4.80 -4.24 -1.44
H2 3.75 -5.23 -0.40
H3 4.49 -3.74 0.23
H4 2.01 -3.87 0.66
H5 0.65 -2.43 -2.41
H6 -1.40 -1.01 -2.39
H7 -1.61 1.71 -0.37
H8 -2.85 0.92 2.15
H9 -1.09 1.00 1.91
H10 -2.42 2.98 3.18
H11 -2.68 3.54 1.51
H12 -0.83 4.23 -0.04
H13 0.81 4.65 0.50
H14 -0.23 3.06 -2.07
H15 0.80 1.11 -3.16
H16 2.22 -0.44 -1.87
H17 1.56 1.92 1.64
H18 -1.76 -1.53 1.80
H19 0.32 -2.89 1.83

***

No. 3
Entry from the OMol25 dataset: C26H54BBr3Cl6FK2Li2N3O10PSi2 as an isolated structure at a distorted geometry (ωB97M-V/def2-TZVPD).

Charge: +1
E_tot: -14682.0447 hartree
LUMO: -0.125 Eh
F_max: 0.2068 Eh/bohr
HOMO energy: -4.422 eV

Cartesian coordinates (Å):
C1 5.01 2.82 1.45
O1 5.28 1.56 0.75
C2 4.07 0.74 0.56
B1 3.44 0.14 1.99
P1 4.81 -0.21 3.35
N1 6.10 -0.96 2.66
O2 2.81 -1.22 1.92
C3 1.66 -1.02 2.87
C4 0.61 -2.25 3.10
C5 0.55 -2.56 4.74
O3 1.67 -2.70 5.50
F1 -0.74 -2.75 5.49
C6 1.11 0.39 2.17
C7 -0.29 1.05 2.72
Cl1 -0.03 1.76 4.44
C8 -1.03 2.08 1.68
C9 -0.27 3.56 1.63
Cl2 -1.33 1.39 -0.02
O4 2.39 1.16 2.34
H1 3.90 3.22 1.30
H2 5.82 3.63 1.12
H3 5.18 2.67 2.61
H4 4.39 -0.23 -0.05
H5 3.23 1.26 -0.08
H6 4.24 -1.15 4.28
H7 5.22 1.01 4.03
H8 5.96 -1.07 1.63
H9 1.98 -0.60 3.93
H10 1.01 -3.22 2.59
H11 -0.46 -1.97 2.67
H12 1.00 0.14 1.01
H13 -1.04 0.14 2.87
H14 -2.11 2.29 2.14
H15 0.28 3.63 0.57
H16 0.60 3.66 2.43
H17 -1.08 4.42 1.72
K1 -2.01 -1.98 1.87
C10 3.72 -0.33 -3.15
Br1 3.85 -1.29 -4.84
Br2 1.90 -0.27 -2.49
Br3 4.96 -1.03 -1.82
H18 4.02 0.70 -3.35
C11 -0.33 -1.25 -5.86
Si1 -0.34 -3.10 -6.26
C12 0.29 -3.97 -4.72
C13 0.89 -3.35 -7.65
N2 -1.96 -3.59 -6.70
Si2 -2.29 -5.26 -7.12
C14 -1.94 -6.44 -5.71
C15 -1.34 -5.82 -8.64
C16 -4.12 -5.46 -7.54
H19 0.68 -0.93 -5.59
H20 -0.65 -0.66 -6.73
H21 -1.00 -1.03 -5.02
H22 1.21 -3.50 -4.37
H23 0.52 -5.02 -4.91
H24 -0.45 -3.91 -3.91
H25 0.52 -2.91 -8.58
H26 1.11 -4.40 -7.82
H27 1.84 -2.86 -7.40
H28 -0.87 -6.56 -5.53
H29 -2.33 -7.44 -5.95
H30 -2.42 -6.11 -4.79
H31 -1.46 -5.10 -9.46
H32 -1.71 -6.79 -8.97
H33 -0.28 -5.94 -8.43
H34 -4.40 -4.82 -8.39
H35 -4.75 -5.19 -6.68
H36 -4.33 -6.50 -7.80
C17 -9.26 -2.79 3.24
C18 -8.42 -2.75 1.97
C19 -7.28 -3.72 1.94
O5 -6.35 -3.08 1.09
C20 -6.58 -1.74 1.20
O6 -5.83 -0.88 0.77
O7 -7.74 -1.50 1.87
H37 -9.28 -1.82 3.75
H38 -10.29 -3.06 2.99
H39 -8.90 -3.55 3.95
H40 -9.06 -2.85 1.09
H41 -7.57 -4.69 1.53
H42 -6.80 -3.87 2.92
K2 6.01 4.55 -0.17
C21 -2.63 8.86 1.98
C22 -2.51 7.47 2.52
O8 -1.90 6.55 2.00
N3 -3.12 7.08 3.72
C23 -2.52 7.68 4.93
H43 -2.34 8.87 0.93
H44 -3.67 9.19 2.06
H45 -1.98 9.53 2.55
H46 -4.11 7.33 3.67
H47 -3.01 6.06 3.73
H48 -3.12 7.35 5.79
H49 -2.56 8.77 4.85
H50 -1.50 7.32 5.03
C24 9.91 1.34 -0.54
Cl3 9.34 2.88 0.15
Cl4 11.04 0.56 0.59
Cl5 8.51 0.26 -0.82
Cl6 10.74 1.64 -2.09
O9 2.05 4.85 7.22
C25 2.52 3.98 6.31
C26 4.10 3.79 6.53
O10 4.57 2.94 5.62
H51 2.40 4.26 5.25
H52 2.10 2.97 6.32
H53 4.21 3.52 7.60
H54 4.52 4.81 6.53
Li1 -5.99 -3.87 -7.43
Li2 1.81 -2.95 -2.95

***

No. 4
Entry from the OMol25 dataset: C29H21ClF3I2N7O5Ru as an isolated structure at a distorted geometry (ωB97M-V/def2-TZVPD).

Relative energy (zero: lowest compared OMol25 entry of this formula, charge and spin): 36.8 kcal per mole
Spin multiplicity: 2
Charge: -1
E_tot: -3327.4684 hartree
LUMO (alpha / beta): 0.065 / 0.060 Eh
F_max: 0.0311 Eh/bohr
HOMO energy (alpha / beta): -5.104 / -5.073 eV

Cartesian coordinates (Å):
Ru1 -0.01 0.01 0.00
Cl1 -3.51 5.87 -0.25
C1 -2.95 4.27 0.15
C2 -3.74 3.44 0.90
C3 -3.34 2.13 1.20
I1 -4.58 0.90 2.33
C4 -2.14 1.63 0.73
O1 -1.71 0.42 0.93
C5 -1.28 2.55 0.04
N1 -0.05 2.03 -0.29
C6 0.75 2.75 -1.05
C7 0.40 4.03 -1.49
C8 -0.79 4.59 -1.12
C9 -1.68 3.84 -0.31
H1 -4.70 3.80 1.25
H2 1.70 2.29 -1.30
H3 1.08 4.57 -2.13
H4 -1.08 5.58 -1.45
I2 -1.69 -0.60 -8.81
C10 -1.42 -0.37 -6.75
C11 -2.51 -0.04 -5.96
C12 -2.32 0.10 -4.59
C13 -1.06 -0.09 -4.03
C14 0.02 -0.43 -4.84
C15 -0.16 -0.57 -6.21
C16 -0.89 0.04 -2.55
O2 -1.85 0.21 -1.79
O3 0.30 -0.04 -2.09
H5 -3.48 0.11 -6.40
H6 -3.15 0.35 -3.94
H7 0.98 -0.60 -4.39
H8 0.67 -0.86 -6.84
C17 -0.73 -2.57 4.86
C18 -0.77 -2.99 3.41
N2 -0.57 -1.81 2.60
C19 0.32 -0.84 2.88
N3 0.61 0.06 1.97
C20 1.45 1.19 2.36
C21 2.53 0.75 3.33
C22 1.84 0.16 4.54
N4 0.84 -0.81 4.14
C23 0.61 -1.89 5.10
H9 -0.83 -3.42 5.53
H10 -1.54 -1.87 5.06
H11 -1.74 -3.41 3.14
H12 -0.01 -3.74 3.21
H13 -0.87 -1.85 1.63
H14 0.83 1.97 2.83
H15 1.89 1.61 1.47
H16 3.15 1.59 3.63
H17 3.17 0.01 2.85
H18 1.37 0.96 5.13
H19 2.56 -0.35 5.20
H20 0.66 -1.45 6.10
H21 1.42 -2.63 5.02
N5 -0.47 -2.12 -0.24
C24 -0.17 -2.90 -1.04
C25 0.17 -3.85 -2.00
C26 -0.50 -5.10 -1.98
N6 -1.05 -6.11 -1.96
C27 1.12 -3.54 -2.99
N7 1.90 -3.29 -3.81
F1 4.93 0.72 -0.48
C28 4.47 -0.50 -0.16
F2 5.00 -0.81 1.04
F3 4.97 -1.36 -1.06
C29 2.92 -0.58 -0.11
O4 2.30 0.51 -0.33
O5 2.44 -1.66 0.18

***

No. 5
Entry from the OMol25 dataset: C37H29F3N2O6PRuS2 as an isolated structure at a distorted geometry (ωB97M-V/def2-TZVPD).

Relative energy (zero: lowest compared OMol25 entry of this formula, charge and spin): 0.0 kcal per mole
Spin multiplicity: 2
Charge: -2
E_tot: -3520.6770 hartree
LUMO (alpha / beta): 0.149 / 0.149 Eh
F_max: 0.0214 Eh/bohr
HOMO energy (alpha / beta): -0.637 / -0.639 eV

Cartesian coordinates (Å):
Ru1 -0.76 0.16 1.23
O1 0.52 -3.41 2.83
C1 -0.13 -2.53 2.27
O2 0.18 -1.28 2.33
C2 -1.33 -2.86 1.43
C3 -1.77 -4.18 1.24
C4 -2.92 -4.39 0.53
C5 -3.70 -3.31 0.05
C6 -4.87 -3.43 -0.72
C7 -5.47 -2.25 -1.19
C8 -5.07 -0.99 -0.85
C9 -4.03 -0.79 0.18
C10 -3.19 -2.01 0.36
N1 -2.03 -1.83 0.97
H1 -1.19 -4.98 1.67
H2 -3.28 -5.40 0.35
H3 -5.25 -4.40 -0.99
H4 -6.29 -2.34 -1.90
H5 -5.55 -0.11 -1.27
H6 -3.41 0.09 0.00
C11 2.29 -2.40 0.49
C12 3.33 -1.48 -0.08
C13 4.52 -2.02 -0.57
C14 5.50 -1.22 -1.13
C15 5.31 0.15 -1.19
C16 4.14 0.70 -0.71
C17 3.14 -0.10 -0.14
P1 1.63 0.74 0.54
C18 1.62 2.24 -0.52
C19 1.64 3.49 0.10
C20 1.51 4.66 -0.64
C21 1.38 4.59 -2.01
C22 1.38 3.35 -2.64
C23 1.51 2.17 -1.92
C24 1.53 0.88 -2.69
C25 2.26 1.32 2.15
C26 3.60 1.37 2.53
C27 3.94 1.63 3.85
C28 2.93 1.81 4.80
C29 1.60 1.79 4.42
C30 1.24 1.58 3.08
C31 -0.15 1.63 2.62
H7 2.52 -3.44 0.27
H8 1.30 -2.16 0.09
H9 2.19 -2.30 1.57
H10 4.65 -3.09 -0.53
H11 6.41 -1.67 -1.51
H12 6.07 0.80 -1.62
H13 3.99 1.77 -0.76
H14 1.73 3.55 1.17
H15 1.50 5.62 -0.13
H16 1.25 5.49 -2.60
H17 1.26 3.29 -3.71
H18 0.79 0.91 -3.49
H19 1.30 0.01 -2.07
H20 2.51 0.71 -3.13
H21 4.37 1.16 1.81
H22 4.98 1.66 4.15
H23 3.19 1.97 5.84
H24 0.82 1.93 5.16
H25 -0.30 2.50 1.97
H26 -0.90 1.67 3.41
F1 -3.80 2.41 -2.73
C32 -2.76 1.95 -3.43
F2 -1.88 2.98 -3.54
F3 -3.22 1.73 -4.69
C33 -2.12 0.73 -2.85
C34 -2.06 -0.43 -3.59
C35 -1.46 -1.57 -3.06
C36 -0.91 -1.48 -1.80
N2 -0.94 -0.36 -1.09
C37 -1.58 0.75 -1.54
S1 -1.69 1.99 -0.36
H27 -2.52 -0.46 -4.57
H28 -1.45 -2.51 -3.60
H29 -0.44 -2.33 -1.32
O3 -3.43 -1.33 3.42
S2 -3.79 -0.10 2.77
O4 -4.69 -0.45 1.50
O5 -2.60 0.63 2.22
O6 -4.60 0.82 3.53

***

No. 6
Entry from the OMol25 dataset: a 2-piece molecular cluster, H6O2Si2 overall at a distorted geometry (ωB97M-V/def2-TZVPD).

Relative energy (zero: lowest compared OMol25 entry of this formula, charge and spin): 73.4 kcal per mole
E_tot: -733.0159 hartree
LUMO: 0.001 Eh
F_max: 0.0588 Eh/bohr
HOMO energy: -9.171 eV

Cartesian coordinates (Å):
O1 -0.68 -1.36 1.31
O2 1.04 0.31 1.78
Si1 -0.46 1.14 -1.11
Si2 0.28 -0.36 0.50
H1 -0.86 -2.24 1.07
H2 0.97 -0.25 2.65
H3 -1.14 0.25 -2.08
H4 -1.13 2.47 -1.37
H5 0.77 1.63 -1.62
H6 1.21 -1.59 -1.13